w.
Molecular formula: C40H57CdN4P3Se
Method: DFT, ωB97M-V/def2-TZVPD

Each line ends with the Löwdin charge.
CARTESIAN COORDINATES (ANGSTROEM)
Cd1 0.700 -0.491 -1.202  1.19
C1 3.962 2.947 -4.256  -0.30
P1 2.915 2.217 -2.923  0.88
C2 3.973 2.594 -1.471  -0.29
C3 1.654 3.557 -2.733  -0.39
C4 2.023 4.887 -2.549  -0.10
C5 1.079 5.877 -2.330  -0.09
C6 -0.265 5.537 -2.291  -0.09
C7 -0.650 4.220 -2.482  -0.11
C8 0.293 3.216 -2.712  -0.39
P2 -0.220 1.457 -2.906  0.81
C9 -0.132 1.212 -4.716  -0.28
C10 -2.024 1.538 -2.635  -0.27
H1 4.301 3.961 -4.033  0.02
H2 3.407 2.956 -5.196  0.03
H3 4.834 2.304 -4.383  0.03
H4 4.347 3.620 -1.479  0.03
H5 4.815 1.899 -1.468  0.01
H6 3.393 2.425 -0.564  0.01
H7 3.073 5.154 -2.553  0.09
H8 1.391 6.902 -2.173  0.10
H9 -1.016 6.295 -2.104  0.10
H10 -1.702 3.976 -2.438  0.08
H11 -0.609 2.034 -5.253  0.04
H12 -0.640 0.274 -4.946  0.02
H13 0.911 1.114 -5.017  0.02
H14 -2.526 2.223 -3.322  0.04
H15 -2.231 1.824 -1.602  0.03
H16 -2.416 0.530 -2.782  0.02
C11 2.800 -5.012 -3.431  -0.05
C12 1.838 -4.086 -2.677  -0.58
C13 2.310 -3.903 -1.230  -0.06
C14 0.407 -4.638 -2.690  -0.05
C15 1.830 -2.790 -3.388  -0.22
N1 1.785 -1.798 -3.970  0.17
H17 2.812 -5.986 -2.937  0.08
H18 3.812 -4.604 -3.425  0.08
H19 2.482 -5.151 -4.466  0.08
H20 2.335 -4.888 -0.757  0.09
H21 1.612 -3.274 -0.674  0.04
H22 3.309 -3.469 -1.189  0.05
H23 0.407 -5.618 -2.205  0.09
H24 0.034 -4.749 -3.709  0.09
H25 -0.254 -3.970 -2.134  0.05
N2 1.926 1.209 1.314  -0.02
C16 1.811 2.090 2.321  -0.10
C17 0.736 2.896 2.032  -0.06
C18 0.252 2.407 0.810  -0.16
N3 0.984 1.390 0.375  -0.06
H26 2.585 0.457 1.183  0.12
H27 2.463 2.078 3.179  0.11
H28 0.335 3.683 2.644  0.10
H29 -0.605 2.732 0.243  0.09
C19 -0.930 -1.769 -0.749  -0.57
C20 -2.007 -1.906 -1.666  -0.44
C21 -3.372 -2.127 -1.318  -0.10
C22 -4.378 -2.241 -2.258  -0.13
C23 -4.118 -2.156 -3.626  -0.16
C24 -2.792 -1.958 -4.010  -0.15
C25 -1.780 -1.844 -3.077  -0.16
H30 -3.630 -2.155 -0.272  0.07
H31 -5.398 -2.386 -1.915  0.09
H32 -4.911 -2.245 -4.358  0.07
H33 -2.540 -1.898 -5.066  0.09
H34 -0.758 -1.712 -3.420  0.04
Se1 5.629 -1.304 -1.952  0.38
C26 4.003 -0.836 -1.365  -1.02
N4 2.949 -0.523 -0.982  -0.07
C27 -3.083 -3.165 2.329  -0.10
C28 -1.679 -3.389 1.767  -0.72
C29 -1.697 -4.483 0.701  -0.12
C30 -0.799 -3.855 2.933  -0.15
P3 -0.788 -1.870 1.009  0.90
C31 -1.734 -0.474 1.780  -0.40
C32 -2.699 0.251 1.079  -0.12
C33 -3.294 1.371 1.644  -0.11
C34 -2.933 1.797 2.918  -0.11
C35 -1.967 1.100 3.633  -0.09
C36 -1.379 -0.021 3.052  -0.12
C37 -0.159 2.299 6.850  -0.56
C38 0.205 3.244 7.966  -0.25
C39 0.784 2.523 5.701  -0.24
C40 0.012 0.884 7.339  -0.23
H35 -3.466 -4.108 2.742  0.07
H36 -3.795 -2.823 1.584  0.06
H37 -3.069 -2.429 3.135  0.07
H38 -2.054 -5.424 1.140  0.07
H39 -0.694 -4.652 0.300  0.06
H40 -2.346 -4.219 -0.137  0.06
H41 -1.222 -4.757 3.391  0.07
H42 -0.735 -3.087 3.707  0.06
H43 0.216 -4.075 2.597  0.06
H44 -2.972 -0.070 0.080  0.07
H45 -4.047 1.918 1.083  0.09
H46 -3.391 2.679 3.351  0.09
H47 -1.640 1.430 4.619  0.08
H48 -0.592 -0.530 3.598  0.09
H49 0.133 4.296 7.664  0.04
H50 1.269 3.089 8.318  0.04
H51 -0.430 3.115 8.850  0.04
H52 0.746 3.555 5.327  0.05
H53 0.586 1.863 4.849  0.02
H54 1.861 2.334 5.995  0.05
H55 -0.631 0.655 8.198  0.04
H56 1.072 0.681 7.673  0.05
H57 -0.207 0.140 6.564  0.04

Its total charge is -2. The HOMO energy comes out at 0.0098 hartree.


x.
Molecular formula: C40H57CdN4P3Se
Method: DFT, ωB97M-V/def2-TZVPD

Each line ends with the Löwdin charge.
CARTESIAN COORDINATES (ANGSTROEM)
Cd1 -0.789 0.118 0.272  0.81
C1 -4.472 -3.447 -1.464  -0.22
P1 -3.217 -2.160 -1.008  0.67
C2 -3.474 -0.880 -2.298  -0.23
C3 -4.182 -1.381 0.424  -0.31
C4 -5.433 -0.839 0.101  -0.13
C5 -6.205 -0.155 1.021  -0.10
C6 -5.727 0.009 2.315  -0.10
C7 -4.509 -0.545 2.660  -0.11
C8 -3.724 -1.252 1.742  -0.40
P2 -2.145 -2.049 2.328  0.84
C9 -2.937 -3.355 3.383  -0.30
C10 -1.647 -0.920 3.703  -0.35
H1 -5.402 -3.008 -1.832  0.02
H2 -4.697 -4.071 -0.599  0.03
H3 -4.027 -4.070 -2.241  0.04
H4 -4.037 -0.007 -1.969  0.02
H5 -3.966 -1.332 -3.163  0.04
H6 -2.470 -0.581 -2.590  0.01
H7 -5.808 -0.942 -0.911  0.09
H8 -7.160 0.265 0.728  0.09
H9 -6.294 0.571 3.047  0.09
H10 -4.151 -0.409 3.672  0.08
H11 -3.676 -2.935 4.071  0.02
H12 -2.150 -3.849 3.958  0.03
H13 -3.416 -4.108 2.757  0.02
H14 -2.340 -0.907 4.549  0.02
H15 -1.496 0.101 3.346  0.01
H16 -0.679 -1.282 4.056  0.00
C11 3.237 1.300 3.628  -0.05
C12 2.727 -0.029 4.191  -0.59
C13 1.732 0.225 5.329  -0.05
C14 3.895 -0.895 4.677  -0.06
C15 2.029 -0.769 3.124  -0.19
N1 1.494 -1.379 2.310  0.18
H17 3.809 1.816 4.402  0.09
H18 2.399 1.933 3.336  0.03
H19 3.878 1.141 2.758  0.08
H20 2.225 0.807 6.111  0.09
H21 1.390 -0.719 5.759  0.08
H22 0.863 0.780 4.975  0.06
H23 4.412 -0.373 5.486  0.08
H24 4.606 -1.082 3.870  0.08
H25 3.539 -1.855 5.052  0.08
N2 -2.115 2.299 -2.305  -0.05
C16 -2.221 2.595 -3.612  -0.14
C17 -3.400 3.291 -3.766  -0.10
C18 -3.931 3.355 -2.463  -0.20
N3 -3.143 2.750 -1.586  0.04
H26 -1.377 1.763 -1.849  -0.01
H27 -1.478 2.275 -4.323  0.09
H28 -3.813 3.684 -4.679  0.07
H29 -4.848 3.813 -2.126  0.09
C19 -1.634 -2.580 -0.990  -0.41
C20 -1.134 -3.859 -0.608  -0.41
C21 0.141 -4.297 -1.065  -0.10
C22 0.677 -5.528 -0.744  -0.15
C23 -0.017 -6.434 0.061  -0.17
C24 -1.271 -6.050 0.525  -0.14
C25 -1.806 -4.812 0.211  -0.12
H30 0.684 -3.623 -1.719  0.08
H31 1.656 -5.796 -1.133  0.08
H32 0.408 -7.397 0.318  0.07
H33 -1.843 -6.726 1.156  0.08
H34 -2.784 -4.554 0.602  0.06
Se1 0.061 5.534 5.050  0.19
C26 0.252 3.923 4.207  -1.01
N4 0.403 2.902 3.672  -0.01
C27 1.874 0.772 -4.680  -0.12
C28 2.298 2.015 -3.881  -0.71
C29 1.532 3.219 -4.434  -0.11
C30 3.798 2.212 -4.102  -0.10
P3 1.663 1.656 -2.136  1.11
C31 2.804 0.341 -1.548  -0.38
C32 2.240 -0.902 -1.263  -0.13
C33 3.006 -1.921 -0.704  -0.09
C34 4.349 -1.714 -0.438  -0.10
C35 4.932 -0.485 -0.730  -0.10
C36 4.163 0.530 -1.275  -0.12
C37 2.027 3.139 -1.009  -0.69
C38 2.221 2.629 0.424  -0.13
C39 0.737 3.976 -1.025  -0.12
C40 3.209 4.047 -1.356  -0.10
H35 2.087 0.927 -5.744  0.08
H36 0.807 0.569 -4.567  0.07
H37 2.417 -0.115 -4.348  0.08
H38 1.732 3.320 -5.506  0.08
H39 1.823 4.153 -3.952  0.06
H40 0.455 3.100 -4.298  0.04
H41 3.988 2.339 -5.175  0.08
H42 4.363 1.341 -3.771  0.07
H43 4.187 3.092 -3.592  0.06
H44 1.183 -1.081 -1.444  0.04
H45 2.529 -2.858 -0.448  0.09
H46 4.939 -2.504 0.013  0.09
H47 5.981 -0.312 -0.517  0.09
H48 4.623 1.490 -1.468  0.08
H49 1.419 1.955 0.733  0.00
H50 2.198 3.484 1.107  0.09
H51 3.174 2.112 0.540  0.06
H52 -0.101 3.398 -0.632  0.05
H53 0.478 4.324 -2.029  0.06
H54 0.862 4.851 -0.380  0.09
H55 4.163 3.518 -1.333  0.06
H56 3.259 4.842 -0.604  0.08
H57 3.105 4.528 -2.329  0.06

Its total charge is -2. The HOMO energy comes out at -0.0204 hartree.


Calculated relative energies: w 0.0; x 4.1, given in kcal/mol